199
Properties=species:S:1:pos:R:3:forces:R:3:mulliken_spin:R:1 method="wB97M-V/def2-TZVPD" homo_energy_ev="-8.277 / -8.277" s2=2.008 total_energy_ev=-182641.5312 multiplicity=3 homo_lumo_gap_ev="5.97 / 2.06" de_lowest_kcal_mol=127.0
Pd -0.284 2.115 -5.039 1.23 -0.38 -0.59 1.55
C -3.621 5.909 -4.357 -0.61 -0.94 -0.18 0.00
F -4.896 5.806 -3.774 2.78 0.26 -0.99 0.00
F -3.386 7.132 -4.775 -0.61 -0.20 0.43 0.00
F -2.639 5.573 -3.497 -1.08 0.01 -0.13 0.00
S -3.569 4.663 -5.855 0.32 -2.22 1.19 0.00
O -3.901 3.344 -5.337 0.93 0.96 0.25 0.00
O -4.479 5.186 -6.819 0.05 0.17 -0.06 0.00
N -1.860 4.560 -6.341 -3.54 0.45 1.51 0.01
S -1.790 5.700 -7.430 1.63 3.76 -2.34 0.00
O -2.630 6.918 -7.305 1.51 -2.84 -0.14 0.00
O -0.380 6.013 -7.664 -0.92 -1.05 -0.03 0.00
C -2.404 4.777 -9.059 -0.01 1.17 0.89 0.00
F -3.124 5.605 -9.796 -0.28 0.03 0.09 0.00
F -1.355 4.424 -9.807 0.09 -0.59 0.31 0.00
F -3.150 3.707 -8.743 0.60 0.07 -0.39 0.00
C -2.947 -0.271 -1.437 1.08 1.21 -0.03 0.00
F -3.367 -1.173 -0.565 0.32 0.41 -0.25 0.00
F -3.603 -0.375 -2.569 -0.32 -0.70 -0.68 0.00
F -3.171 0.983 -1.019 0.15 -0.70 0.55 0.00
S -1.027 -0.468 -1.853 1.23 -0.84 -0.13 0.00
O -0.385 -1.259 -0.804 -1.23 1.48 -1.11 0.00
O -0.959 -1.119 -3.154 -0.53 1.30 0.08 0.00
N -0.467 1.210 -2.053 -1.26 -3.24 0.74 0.01
S -0.071 1.669 -0.551 1.40 2.88 1.05 0.00
O -0.042 3.117 -0.469 0.06 -0.78 -0.81 0.00
O -0.716 1.031 0.565 0.21 -0.42 -0.83 0.00
C 1.816 1.265 -0.521 -2.42 0.30 1.19 0.00
F 2.001 0.007 -0.824 0.65 -0.94 0.14 0.00
F 2.437 1.995 -1.417 0.62 0.76 -0.52 0.00
F 2.266 1.550 0.714 0.18 -0.27 -0.67 0.00
C -9.253 -0.645 -3.554 -0.15 1.47 0.47 0.00
C -10.741 -0.589 -3.258 0.57 -0.90 -0.35 0.00
O -11.152 -1.927 -3.342 -1.53 -1.29 -0.34 0.00
H -8.889 0.380 -3.495 0.54 0.01 -0.09 0.00
H -9.070 -1.038 -4.554 -0.10 -0.05 0.14 0.00
H -8.749 -1.249 -2.800 0.08 0.00 -0.08 0.00
H -11.283 -0.067 -4.047 0.03 0.12 0.04 0.00
H -11.044 -0.170 -2.298 0.39 0.30 0.09 0.00
H -10.961 -2.445 -2.556 0.17 0.34 0.12 0.00
C 3.562 -2.619 3.181 -0.29 -0.07 -0.78 0.00
C 2.021 -2.643 3.231 -0.06 -0.97 0.12 0.00
O 1.609 -3.553 4.238 0.23 0.05 1.10 0.00
H 4.121 -2.066 3.936 -0.64 0.39 0.17 0.00
H 3.836 -2.234 2.199 0.18 0.24 0.00 0.00
H 4.015 -3.609 3.228 -0.51 -0.32 -0.05 0.00
H 1.540 -3.085 2.359 0.77 0.36 -0.93 0.00
H 1.532 -1.674 3.338 0.43 0.36 0.30 0.00
H 0.658 -3.481 4.348 -0.21 -0.08 0.09 0.00
C -1.663 0.076 -7.267 -1.79 -0.48 -0.57 0.00
O -0.583 0.926 -6.987 0.80 0.37 1.51 0.05
C 0.427 0.848 -7.977 1.27 0.89 -0.12 0.01
C 1.680 1.673 -7.552 -2.69 -0.35 -1.50 0.01
N 2.020 1.283 -6.218 -0.11 1.17 0.40 0.27
C 3.178 2.027 -5.746 0.47 0.52 2.10 0.00
C 2.982 3.521 -5.507 -0.87 1.18 -0.67 0.00
O 1.732 3.814 -4.828 -0.47 -0.18 0.36 0.04
C 1.592 5.190 -4.335 0.33 0.69 -0.50 0.00
H -2.496 0.243 -6.583 0.25 0.37 0.13 0.00
H -1.467 -0.995 -7.234 0.71 0.07 0.13 0.00
H -2.009 0.328 -8.270 -0.19 -0.06 -0.08 0.00
H -0.007 1.265 -8.885 0.24 -0.19 -0.25 0.00
H 0.831 -0.152 -8.136 -0.79 -0.51 0.10 0.00
H 1.405 2.717 -7.706 0.63 0.22 0.39 0.00
H 2.458 1.307 -8.221 0.26 0.60 -0.30 0.02
H 2.327 0.334 -6.376 -0.38 -0.83 1.15 -0.01
H 3.996 1.830 -6.439 0.22 0.35 -0.08 0.01
H 3.497 1.677 -4.764 -0.19 -0.74 -0.10 0.01
H 3.014 4.047 -6.461 -0.35 0.24 -0.16 0.00
H 3.784 3.979 -4.927 0.23 -0.52 0.17 0.00
H 1.640 5.909 -5.152 0.07 -0.28 -0.38 0.00
H 2.346 5.503 -3.613 0.45 -0.72 -0.01 0.00
H 0.655 5.428 -3.832 -0.31 -1.08 -0.20 0.00
C 0.390 2.898 5.889 1.13 -1.53 -0.95 0.00
O -0.897 3.362 5.945 -2.92 0.03 -0.46 0.00
C -1.879 2.732 4.993 0.89 -0.37 0.11 0.00
C -2.146 1.179 5.066 0.11 0.65 -0.04 0.00
N -2.921 0.762 6.200 0.26 0.03 0.87 0.00
C -2.128 0.847 7.422 -0.28 0.28 0.49 0.00
C -2.766 0.002 8.537 1.90 0.28 -0.74 0.00
O -2.429 -1.358 8.243 -0.83 0.04 0.07 0.00
C -2.933 -2.292 9.208 0.16 1.55 -0.64 0.00
H 1.155 3.454 6.431 -0.62 0.79 0.07 0.00
H 0.702 2.823 4.847 0.37 0.04 -0.23 0.00
H 0.496 1.895 6.303 -0.15 -0.42 0.07 0.00
H -1.653 3.017 3.966 0.81 -0.14 -0.13 0.00
H -2.845 3.224 5.104 0.09 0.19 0.86 0.00
H -1.246 0.564 5.076 0.19 0.21 -0.39 0.00
H -2.795 0.850 4.255 0.53 0.56 -0.81 0.00
H -3.648 1.460 6.270 -0.56 -0.14 0.22 0.00
H -1.996 1.894 7.694 -0.34 0.23 0.62 0.00
H -1.090 0.585 7.214 -0.12 -0.78 0.03 0.00
H -3.810 0.310 8.594 -0.48 -0.79 -0.09 0.00
H -2.305 0.258 9.490 0.04 0.11 0.31 0.00
H -2.528 -3.272 8.957 -0.12 0.11 0.21 0.00
H -4.022 -2.247 9.172 -0.18 -0.46 0.08 0.00
H -2.618 -1.911 10.180 0.09 -0.54 0.40 0.00
C 6.172 2.858 4.984 1.11 0.84 -0.53 0.00
C 7.185 3.875 5.568 -1.36 -1.38 1.12 0.00
C 8.116 4.533 4.594 -0.48 0.36 0.42 0.00
O 8.746 5.644 5.259 -0.19 -0.77 -0.65 0.00
C 9.633 6.276 4.371 0.17 0.37 0.12 0.00
N 6.347 4.874 6.228 0.48 0.99 0.18 0.00
H 6.704 2.067 4.456 -0.22 -0.32 0.12 0.00
H 5.555 3.406 4.273 -0.23 -0.17 0.01 0.00
H 5.561 2.494 5.810 0.04 -0.20 -0.24 0.00
H 7.724 3.314 6.331 0.66 0.01 0.00 0.00
H 7.484 4.863 3.769 0.09 0.51 -0.33 0.00
H 8.840 3.830 4.182 0.26 -0.06 0.13 0.00
H 9.115 6.573 3.459 0.02 -0.09 -0.26 0.00
H 10.474 5.621 4.145 0.09 -0.09 -0.25 0.00
H 10.030 7.186 4.820 -0.11 -0.09 0.24 0.00
H 6.094 4.572 7.158 -0.33 -0.48 0.01 0.00
H 6.971 5.638 6.443 -0.01 0.56 -0.12 0.00
C 7.385 5.020 -0.860 0.21 -0.16 0.61 0.00
C 8.290 6.227 -0.918 -0.25 -1.06 0.11 0.00
C 9.727 5.860 -1.356 -0.18 0.86 0.11 0.00
O 10.394 5.145 -0.323 -0.67 0.05 -0.58 0.00
C 11.789 5.045 -0.482 0.03 -0.63 0.77 0.00
N 7.610 7.188 -1.768 1.26 0.49 -0.23 0.00
H 7.260 4.519 -1.820 0.50 -0.17 -0.01 0.00
H 6.372 5.327 -0.597 -0.01 0.00 0.41 0.00
H 7.813 4.401 -0.072 -0.44 -0.63 -0.25 0.00
H 8.392 6.621 0.093 0.07 -0.04 0.34 0.00
H 10.287 6.783 -1.510 0.05 0.38 -0.19 0.00
H 9.712 5.345 -2.317 0.04 -0.41 -0.05 0.00
H 12.124 4.476 -1.350 -0.30 0.07 -0.40 0.00
H 12.091 4.458 0.385 0.28 0.12 0.03 0.00
H 12.312 6.001 -0.452 -0.15 0.27 -0.09 0.00
H 6.666 7.281 -1.421 -0.11 0.12 -0.02 0.00
H 8.094 8.046 -1.540 -0.33 0.72 -0.53 0.00
C -2.826 -9.876 0.486 -0.02 1.28 -0.83 0.00
C -2.078 -10.097 -0.831 -1.05 -1.29 0.10 0.00
C -1.310 -8.881 -1.353 -0.52 0.10 0.54 0.00
O -2.203 -7.934 -1.924 -0.10 -0.38 -0.64 0.00
C -1.749 -6.604 -1.882 0.46 0.45 0.91 0.00
N -1.186 -11.241 -0.699 1.18 -0.19 0.29 0.00
H -3.566 -10.641 0.720 0.65 -0.50 0.26 0.00
H -3.483 -9.025 0.308 0.12 0.42 0.12 0.00
H -2.112 -9.600 1.263 -0.27 -0.39 0.35 0.00
H -2.852 -10.470 -1.502 -0.27 1.01 -0.77 0.00
H -0.531 -9.196 -2.047 -0.03 -0.04 -0.40 0.00
H -0.786 -8.421 -0.515 0.10 0.03 0.29 0.00
H -2.029 -6.166 -0.924 -0.08 0.15 0.22 0.00
H -2.142 -5.934 -2.647 -0.36 -0.62 -0.29 0.00
H -0.663 -6.516 -1.923 0.23 -0.23 -0.20 0.00
H -1.676 -12.059 -0.366 -0.20 0.10 0.29 0.00
H -0.831 -11.520 -1.602 0.17 0.12 -0.20 0.00
C -7.144 3.740 2.533 0.59 -0.05 0.60 0.00
C -7.603 2.406 3.160 2.47 1.28 1.26 0.00
C -8.116 2.594 4.638 1.65 -0.30 0.43 0.00
O -6.982 2.881 5.523 -0.91 0.24 0.00 0.00
C -7.295 3.091 6.912 0.39 -0.13 -0.25 0.00
N -8.526 1.867 2.274 -2.59 -0.65 -0.56 0.00
H -6.640 3.646 1.571 -0.08 -0.55 0.02 0.00
H -6.424 4.227 3.191 -0.19 0.26 0.13 0.00
H -7.993 4.394 2.334 -0.16 0.07 0.31 0.00
H -6.783 1.688 3.170 0.48 0.30 0.45 0.00
H -8.547 1.658 4.992 -0.32 -0.18 -0.13 0.00
H -8.852 3.393 4.728 -0.15 0.18 -0.16 0.00
H -6.438 3.567 7.388 0.12 0.19 -0.35 0.00
H -7.429 2.179 7.494 -0.19 -0.51 -0.37 0.00
H -8.162 3.715 7.126 -0.18 0.18 -0.50 0.00
H -9.350 2.393 2.531 -0.96 0.04 -0.87 0.00
H -8.771 0.918 2.520 0.06 -0.36 0.01 0.00
C 3.256 -4.045 -4.217 1.31 -1.51 -1.25 0.00
C 3.377 -4.620 -5.687 -2.00 0.68 0.42 0.00
C 3.193 -6.179 -5.970 1.58 1.67 -0.29 0.00
O 3.360 -6.353 -7.408 -0.14 -0.78 1.34 0.00
C 3.285 -7.743 -7.795 -0.66 0.96 -0.26 0.00
N 2.361 -3.831 -6.446 0.68 -0.50 -0.42 0.00
H 4.117 -4.409 -3.656 -0.21 -0.24 0.40 0.00
H 2.322 -4.355 -3.748 0.06 0.30 0.06 0.00
H 3.416 -2.968 -4.270 -0.55 -0.04 -0.06 0.00
H 4.330 -4.294 -6.103 0.18 -0.40 0.06 0.00
H 2.262 -6.630 -5.626 -0.22 0.26 0.01 0.00
H 4.036 -6.629 -5.446 0.02 -0.54 0.03 0.00
H 2.431 -8.231 -7.325 -0.14 0.01 0.15 0.00
H 4.165 -8.350 -7.585 0.30 0.36 0.10 0.00
H 3.081 -7.701 -8.865 0.23 -0.26 0.00 0.00
H 2.332 -4.321 -7.328 -0.30 0.23 -0.59 0.00
H 1.445 -3.966 -6.042 -0.18 -0.08 0.30 0.00
C -2.918 -5.439 3.319 0.29 -1.25 -0.96 0.00
C -2.978 -5.285 4.814 0.84 0.00 -0.50 0.00
C -2.230 -6.381 5.599 0.56 -0.30 0.95 0.00
O -2.537 -7.729 5.332 -1.59 -0.55 -0.30 0.00
C -2.074 -8.658 6.303 0.19 0.33 -0.48 0.00
N -2.277 -4.031 5.104 -0.13 0.61 0.30 0.00
H -3.494 -4.749 2.701 -0.31 0.23 0.48 0.00
H -3.238 -6.448 3.061 -0.21 -0.06 -0.11 0.00
H -1.902 -5.370 2.932 0.25 0.09 0.30 0.00
H -4.026 -5.295 5.115 -0.16 -0.01 0.24 0.00
H -2.461 -6.149 6.639 -0.12 -0.08 0.48 0.00
H -1.141 -6.358 5.561 0.26 0.94 -0.52 0.00
H -0.989 -8.708 6.211 0.23 -0.09 0.39 0.00
H -2.474 -9.655 6.117 -0.12 0.18 -0.50 0.00
H -2.379 -8.428 7.324 0.07 0.47 0.11 0.00
H -2.449 -3.641 6.020 0.04 -0.41 0.60 0.00
H -2.668 -3.296 4.533 0.02 0.02 -0.53 0.00